Computed, not measured: CHBr2FS as an isolated structure, with ωB97M-V/def2-TZVPD.

Last column: Löwdin charge in e.
Atoms and positions in Å:
Br: 2.28644 -1.82385 -0.22714  0.5851
Br: 3.55508 1.08867 -0.02748  0.6208
S: 0.51397 0.71576 -0.57044  0.6362
F: 1.71678 0.11105 1.69694  -0.1352
C: 1.94797 0.06660 0.36338  -1.6187
H: 0.46675 2.00021 -0.03478  -0.0881

Its energy is -154690.20342 eV. For the maximum force, the calculation gives 1.3 eV/A. Its total charge is 0. The calculation puts the HOMO energy at -10.04 eV. Its energy above the lowest of the compared OMol25 structures with the same formula, charge and spin is 0.00 kcal/mol.